Density functional theory data (ωB97M-V/def2-TZVPD) for C9H31N10NiO10 as an isolated structure in a non-equilibrium geometry.

The geometry in XYZ format:
```
61
Properties=species:S:1:pos:R:3:forces:R:3
Ni -0.157839 0.808343 -2.767934 -0.278 0.016 0.508
O -0.993174 -1.700193 0.361310 -0.490 -1.476 1.856
C -0.093840 -0.779170 0.079720 0.568 0.282 -0.725
O -0.204848 -0.374251 -1.062483 -0.545 1.393 -4.210
O 0.804254 -0.400781 0.813761 1.011 -0.238 2.621
H -1.443665 -1.783009 -0.482362 -0.708 -0.136 -0.062
C -4.745023 -0.530213 1.271574 0.043 -1.739 0.562
O -3.923396 -0.659304 0.098655 -0.759 0.805 0.423
H -5.676151 -1.085191 1.157093 -0.266 0.020 -0.367
H -4.215779 -1.108238 2.029134 0.083 0.395 0.248
H -5.026716 0.442810 1.674045 0.634 0.357 -0.557
H -4.274072 -0.000476 -0.505137 0.158 0.002 -0.351
C -1.733193 -1.137206 4.044910 -1.470 -0.649 1.970
O -2.370090 -0.993115 5.062320 -0.711 0.691 1.675
N -0.659807 -0.493968 3.726492 4.125 3.309 -0.918
N -2.003893 -2.103608 3.210490 -1.849 -3.812 -3.628
H -0.197597 0.133293 4.369149 -0.632 -0.133 0.058
H -0.167990 -0.605088 2.851354 -0.117 -0.338 -0.006
H -1.821308 -2.067583 2.217788 0.693 0.374 0.122
H -2.802573 -2.707605 3.342427 0.000 0.518 0.733
C 0.487941 -2.049262 -4.343558 -3.045 3.369 3.107
O -0.118088 -0.972429 -3.946552 2.096 -2.801 -1.424
N 0.134628 -2.733839 -5.360664 -2.347 -0.469 -5.041
N 1.276153 -2.818427 -3.658904 3.432 -0.038 4.015
H 0.620404 -3.602497 -5.532573 -0.952 0.235 -0.566
H -0.741345 -2.433338 -5.763739 0.317 -0.492 -0.695
H 1.553366 -2.465988 -2.753899 0.465 -0.281 -0.104
H 1.678263 -3.658098 -4.050539 -0.042 0.336 0.532
C 0.789226 3.048454 -0.666666 -2.352 -4.091 0.535
O -0.062016 2.609669 -1.445097 -0.505 0.794 -0.710
N 1.702096 3.883673 -0.886668 4.223 6.674 -3.730
N 0.988475 2.489556 0.493523 -1.015 -1.903 2.994
H 2.211409 4.415814 -0.195633 -0.275 -0.590 0.285
H 1.597003 4.441899 -1.721791 0.001 -0.132 -0.168
H 0.470280 1.627347 0.583879 0.474 -0.187 0.793
H 1.762386 2.745351 1.089947 -0.335 -0.460 -0.114
C 2.926060 0.257934 -2.508974 -6.806 2.215 0.328
O 1.846091 0.915503 -2.652839 2.642 0.138 -0.549
N 4.059628 0.521147 -2.975485 5.203 1.818 -2.860
N 2.899034 -0.798674 -1.766197 -0.201 -3.578 2.482
H 4.802513 -0.104362 -2.698067 0.240 0.672 -0.432
H 4.243754 1.295386 -3.597381 -0.114 -0.249 0.074
H 3.774510 -1.294859 -1.679915 -0.390 -0.170 0.642
H 2.276452 -0.687567 -0.978697 -0.318 -0.541 0.381
C 3.643436 -1.432158 3.071748 1.407 0.822 5.356
O 4.022795 -1.487556 4.253150 0.568 -1.454 -0.664
N 3.966317 -2.130251 2.043352 2.397 -4.011 -4.690
N 2.840568 -0.490301 2.763458 -3.600 4.685 -0.983
H 3.836605 -1.738463 1.121529 -0.320 0.027 0.379
H 4.653043 -2.869765 2.002939 -0.131 0.219 0.850
H 2.404236 -0.363252 1.861470 -0.306 -0.188 0.290
H 2.529842 0.081460 3.535877 0.054 -0.124 -0.289
C -2.419906 1.999911 0.879538 0.508 -0.015 1.771
C -3.282639 3.174224 0.546500 -0.366 -0.370 -1.815
O -4.514753 2.725062 -0.097222 0.062 0.476 0.885
H -2.294231 1.190449 0.160452 -0.241 0.377 -0.180
H -2.830212 1.622521 1.816194 -0.048 -0.731 -0.109
H -1.437866 2.352335 1.194986 0.128 0.109 -0.240
H -2.766000 3.838742 -0.146019 0.005 0.218 -0.055
H -3.528007 3.740357 1.445042 -0.324 -0.124 -0.144
H -4.294749 2.298846 -0.928813 0.323 0.170 -0.089
```
Forces are in eV/Å.

As for the charge: 0. As for the spin multiplicity: 4. The value obtained for the HOMO energy (spin up / spin down) is -4.51 / -8.73 eV.

Here are the natural (NBO) charges for atoms 1 to 5, given in e: 0.92, -0.70, 0.99, -0.90, -0.82